The following is a quantum chemistry calculation of a molecular structure, C26H31N9O2S3SiTa, from the OMol25 dataset.

Atoms and positions in Å:
1 Ta -0.24 0.41 0.08
2 C 0.36 4.53 1.95
3 C -0.13 3.26 1.33
4 N 0.51 2.14 1.32
5 N 1.71 2.04 1.96
6 C 2.29 0.84 2.14
7 N 3.44 0.79 2.79
8 S 1.57 -0.60 1.57
9 C -1.47 3.19 0.72
10 C -2.40 4.20 0.83
11 C -3.70 3.97 0.38
12 C -4.02 2.74 -0.15
13 C -3.03 1.77 -0.24
14 N -1.77 2.00 0.16
15 H 1.44 4.62 1.96
16 H -0.01 4.60 2.97
17 H -0.02 5.38 1.39
18 H 2.14 2.89 2.30
19 H 3.89 1.61 3.18
20 H 3.93 -0.09 2.89
21 H -2.15 5.15 1.28
22 H -4.45 4.75 0.46
23 H -5.02 2.50 -0.47
24 H -3.26 0.78 -0.61
25 C 3.71 3.58 -2.61
26 Si 3.10 2.42 -3.95
27 C 4.05 0.82 -3.98
28 C 3.07 3.26 -5.61
29 C 1.27 1.99 -3.52
30 C 0.23 2.24 -4.41
31 C -1.09 1.89 -4.12
32 C -1.38 1.33 -2.90
33 N -0.40 1.09 -2.01
34 C 0.88 1.39 -2.33
35 S 1.89 0.77 -1.04
36 H 4.72 3.92 -2.85
37 H 3.76 3.10 -1.63
38 H 3.08 4.47 -2.53
39 H 5.08 1.00 -4.31
40 H 3.61 0.11 -4.69
41 H 4.11 0.33 -3.01
42 H 4.10 3.53 -5.89
43 H 2.49 4.18 -5.61
44 H 2.70 2.61 -6.40
45 H 0.45 2.70 -5.36
46 H -1.88 2.06 -4.84
47 H -2.39 1.04 -2.64
48 N -1.42 -4.88 6.04
49 C -1.54 -3.99 5.05
50 C -2.58 -4.13 4.09
51 C -2.72 -3.21 3.09
52 C -1.82 -2.13 3.00
53 C -0.79 -1.98 3.95
54 C -0.66 -2.89 4.95
55 S -2.10 -1.00 1.79
56 O -3.47 -0.87 1.45
57 O -1.30 0.26 2.02
58 N -1.24 -1.26 0.38
59 C -1.13 -2.32 -0.53
60 N -1.76 -3.45 -0.39
61 C -1.50 -4.34 -1.36
62 C -0.63 -4.07 -2.41
63 C -0.02 -2.82 -2.43
64 N -0.27 -1.92 -1.48
65 H -2.06 -5.65 6.14
66 H -0.71 -4.78 6.75
67 H -3.26 -4.96 4.16
68 H -3.52 -3.31 2.37
69 H -0.12 -1.13 3.89
70 H 0.12 -2.77 5.70
71 H -2.01 -5.30 -1.29
72 H -0.44 -4.80 -3.18
73 H 0.68 -2.54 -3.21

Calculated values
- net charge = +3
- E_HOMO (eV) = -15.39
- max |F| (eV Å⁻¹) = 0.86

And the Löwdin charges, in e, turn out to be: 1.526 0.037 -0.185 -0.075 0.033 -0.750 0.178 0.749 -0.182 0.056 0.036 0.032 -0.096 -0.040 0.095 0.134 0.106 0.157 0.147 0.137 0.133 0.142 0.141 0.119 -0.171 0.530 -0.166 -0.167 -0.195 -0.007 -0.005 -0.098 -0.156 -0.662 0.673 0.048 0.005 0.039 0.050 0.044 0.011 0.052 0.047 0.047 0.117 0.129 0.112 0.186 -0.266 0.013 -0.036 -0.335 -0.064 0.005 0.708 -0.222 -0.461 -0.276 -0.458 0.180 -0.045 0.003 -0.055 0.091 0.132 0.130 0.132 0.126 0.087 0.126 0.133 0.126 0.132

***

The following is a quantum chemistry calculation of 2 unconnected molecules or ions with the total composition C26H31O2 in a non-equilibrium geometry, from the OMol25 dataset.

Atoms and positions in Å:
1 C 3.10 -0.01 2.19
2 C 2.09 1.15 2.13
3 C 0.97 1.32 3.09
4 C 0.42 2.63 3.15
5 C 0.99 3.79 2.39
6 C -0.72 2.96 3.87
7 C -1.45 1.93 4.50
8 C -2.75 2.23 5.20
9 C -0.97 0.62 4.36
10 C 0.19 0.28 3.65
11 C 0.44 -1.17 3.41
12 H 4.03 0.20 1.62
13 H 3.39 -0.26 3.23
14 H 2.65 -0.93 1.76
15 H 2.69 2.07 2.05
16 H 0.42 4.66 2.73
17 H 2.05 3.91 2.67
18 H 0.91 3.69 1.29
19 H -1.10 4.00 3.83
20 H -3.21 1.31 5.59
21 H -2.68 2.94 6.04
22 H -3.46 2.66 4.48
23 H -1.59 -0.19 4.75
24 H -0.26 -1.80 3.99
25 H 0.29 -1.43 2.34
26 H 1.47 -1.41 3.69
27 C 3.03 0.05 -6.90
28 O 3.70 -0.53 -5.73
29 C 3.00 -0.62 -4.57
30 C 3.67 -1.19 -3.43
31 C 2.91 -1.64 -2.36
32 C 1.47 -1.58 -2.38
33 C 0.65 -2.26 -1.45
34 H 1.63 1.20 1.14
35 C -0.79 -2.18 -1.34
36 C -1.69 -3.30 -1.46
37 C -3.07 -3.09 -1.44
38 C -3.59 -1.78 -1.20
39 O -4.93 -1.58 -1.38
40 C -5.49 -0.24 -1.42
41 C -2.70 -0.73 -0.84
42 C -1.33 -0.93 -0.94
43 C 0.88 -0.80 -3.43
44 C 1.62 -0.31 -4.49
45 H 3.85 0.07 -7.63
46 H 2.20 -0.59 -7.26
47 H 2.64 1.08 -6.73
48 H 4.75 -1.36 -3.45
49 H 3.41 -2.04 -1.48
50 H 1.16 -2.53 -0.50
51 H -1.30 -4.32 -1.58
52 H -3.77 -3.93 -1.61
53 H -6.48 -0.39 -1.82
54 H -5.59 0.21 -0.43
55 H -4.96 0.44 -2.10
56 H -3.06 0.24 -0.48
57 H -0.66 -0.12 -0.62
58 H -0.18 -0.59 -3.38
59 H 1.12 0.19 -5.32

Calculated values
- net charge = +1
- E_HOMO (eV) = -10.24
- max |F| (eV Å⁻¹) = 2.88

And the Löwdin charges, in e, turn out to be: -0.103 -0.213 -0.146 -0.233 -0.062 -0.015 -0.258 -0.057 -0.017 -0.214 -0.053 0.075 0.085 0.047 0.102 0.071 0.087 0.094 0.125 0.073 0.084 0.082 0.111 0.087 0.077 0.071 -0.014 -0.027 -0.200 0.045 0.035 -0.185 0.112 0.109 -0.236 -0.005 0.019 -0.233 -0.079 -0.052 -0.004 -0.039 0.042 0.023 0.105 0.109 0.109 0.138 0.128 0.152 0.123 0.134 0.094 0.098 0.097 0.122 0.129 0.130 0.122

***

The following is a quantum chemistry calculation of 7 unconnected molecules or ions with the total composition C26H32BClF6N2O21P2 in a non-equilibrium geometry, from the OMol25 dataset.

Atoms and positions in Å:
1 C 0.37 4.71 0.57
2 O -0.10 3.55 -0.23
3 B 0.94 2.51 -0.31
4 O 1.88 2.60 -1.47
5 C 1.12 1.24 0.73
6 C 1.68 1.90 2.16
7 N 2.03 2.50 3.27
8 P 2.53 0.15 0.06
9 C 3.60 -0.34 1.59
10 O 1.91 -1.33 -0.71
11 C -0.26 0.45 1.10
12 Cl -1.24 1.49 2.34
13 C 0.18 -0.91 1.97
14 N 0.54 -2.12 2.36
15 P -1.35 -0.03 -0.40
16 C -2.46 1.46 -0.97
17 C -2.67 -1.30 0.28
18 H -0.25 4.74 1.56
19 H 1.53 4.73 0.74
20 H 0.06 5.68 -0.05
21 H 2.74 3.05 -1.16
22 H 2.96 -0.87 2.43
23 H 4.14 0.58 2.09
24 H 4.40 -1.15 1.24
25 H 2.69 -1.62 -1.30
26 H -1.81 2.01 -1.81
27 H -3.50 1.12 -1.38
28 H -2.56 2.21 -0.07
29 H -2.22 -2.03 1.08
30 H -3.46 -0.62 0.85
31 H -3.27 -1.83 -0.58
32 O -1.62 7.41 1.63
33 C -1.64 7.18 2.83
34 O -2.27 7.97 3.75
35 C -2.18 7.29 4.99
36 C -0.99 6.41 4.78
37 F -1.12 5.26 5.48
38 O -1.04 6.10 3.41
39 H -3.10 6.72 5.16
40 H -2.03 7.99 5.81
41 H -0.03 6.88 5.02
42 O -3.87 -2.09 -3.29
43 C -4.49 -3.11 -3.01
44 O -4.33 -3.82 -1.86
45 C -5.31 -4.83 -1.87
46 C -5.61 -4.98 -3.32
47 F -6.90 -5.33 -3.51
48 O -5.43 -3.68 -3.83
49 H -6.18 -4.50 -1.28
50 H -4.93 -5.76 -1.42
51 H -4.95 -5.67 -3.84
52 O 6.50 6.33 6.50
53 C 5.75 5.92 5.63
54 O 4.63 5.17 5.86
55 C 3.99 5.01 4.61
56 C 5.10 5.22 3.65
57 F 4.65 5.78 2.50
58 O 5.94 6.15 4.30
59 H 3.20 5.77 4.52
60 H 3.54 4.02 4.52
61 H 5.67 4.31 3.41
62 O -2.02 -1.94 -9.85
63 C -2.04 -2.17 -8.65
64 O -2.67 -1.38 -7.73
65 C -2.58 -2.06 -6.49
66 C -1.39 -2.94 -6.69
67 F -1.52 -4.09 -6.00
68 O -1.44 -3.25 -8.07
69 H -3.50 -2.62 -6.32
70 H -2.44 -1.35 -5.67
71 H -0.43 -2.47 -6.46
72 O 5.18 -1.65 -1.47
73 C 6.13 -0.94 -1.19
74 O 6.05 0.23 -0.49
75 C 7.38 0.66 -0.27
76 C 8.12 -0.02 -1.37
77 F 9.39 -0.32 -0.98
78 O 7.42 -1.23 -1.55
79 H 7.70 0.34 0.73
80 H 7.45 1.75 -0.33
81 H 8.15 0.54 -2.31
82 O -4.42 -8.19 -2.25
83 C -4.44 -8.42 -1.06
84 O -5.07 -7.63 -0.13
85 C -4.98 -8.31 1.10
86 C -3.79 -9.19 0.90
87 F -3.92 -10.34 1.60
88 O -3.84 -9.50 -0.47
89 H -5.90 -8.87 1.28
90 H -4.84 -7.60 1.93
91 H -2.83 -8.71 1.14

Calculated values
- net charge = 0
- SMILES string = COB(O)[C@](C#N)(P(C)O)[C@](Cl)(C#N)P(C)C.O=C1OC[C@@H](F)O1.O=C1OC[C@@H](F)O1.O=C1OC[C@@H](F)O1.O=C1OC[C@@H](F)O1.O=C1OC[C@@H](F)O1.O=C1OC[C@@H](F)O1
- E_HOMO (eV) = -8.43
- max |F| (eV Å⁻¹) = 12.48

And the Löwdin charges, in e, turn out to be: -0.066 -0.103 -0.539 -0.001 -0.444 -0.144 0.131 0.974 -0.295 -0.364 -0.818 0.564 -0.182 0.119 0.900 -0.295 -0.290 0.096 0.106 0.122 0.124 0.035 0.054 0.061 0.058 0.060 0.063 0.035 0.047 0.057 0.034 0.146 -0.497 0.079 -0.074 -0.330 0.084 0.115 0.151 0.147 0.177 0.126 -0.498 0.063 -0.066 -0.323 0.086 0.142 0.155 0.114 0.179 0.145 -0.503 0.075 -0.088 -0.334 0.073 0.140 0.146 0.102 0.176 0.143 -0.503 0.077 -0.081 -0.331 0.078 0.140 0.146 0.141 0.178 0.129 -0.499 0.038 -0.072 -0.329 0.084 0.150 0.152 0.147 0.179 0.149 -0.494 0.047 -0.067 -0.327 0.085 0.152 0.152 0.149 0.180